[1]
A cluster of 4 separate species, C28H33BrF3N2O5P in total at a distorted geometry. Source: OMol25; level of theory: ωB97M-V/def2-TZVPD.

Last column: Mulliken charge in e.
Element x y z (Å)
1 N 5.1046 0.6388 -2.1491  -0.543
2 C 4.8930 -0.6087 -2.8274  0.283
3 C 6.0994 -1.4982 -2.5158  -1.207
4 C 6.4068 -2.6147 -3.5066  -0.507
5 O 6.9591 -2.0873 -4.7037  -0.569
6 O 4.8955 -0.2461 -4.2181  -0.304
7 C 3.9976 -0.9581 -4.8935  -0.427
8 O 4.1156 -1.2292 -6.0539  -0.600
9 C 2.8150 -1.4187 -3.9985  1.672
10 C 2.5180 -2.8377 -4.5468  -1.395
11 C 1.5399 -3.7332 -3.7584  -0.722
12 C 0.4466 -3.0820 -2.9838  0.585
13 F 0.7345 -2.6467 -1.7306  -0.317
14 C -0.8119 -2.9513 -3.3774  0.135
15 F -1.8555 -3.0174 -2.5670  -0.247
16 F -1.1847 -2.6950 -4.6217  -0.254
17 P 1.4539 -0.2461 -4.5992  -0.061
18 O 0.4097 -0.1017 -3.3359  -0.378
19 Br 2.4215 1.7839 -4.5175  -0.241
20 C 3.4618 -1.3264 -2.5816  0.629
21 N 2.7797 -0.5955 -1.5399  -0.565
22 O 3.6984 -2.6370 -2.1086  -0.490
23 H 4.3868 1.3134 -2.3801  0.313
24 H 5.1558 0.5088 -1.1487  0.294
25 H 6.9656 -0.8342 -2.5131  0.488
26 H 6.0249 -1.8990 -1.5029  0.440
27 H 7.1680 -3.2590 -3.0530  0.432
28 H 5.5402 -3.2558 -3.6855  0.123
29 H 6.4500 -2.4033 -5.4540  0.343
30 H 3.4826 -3.3465 -4.5668  0.310
31 H 2.1979 -2.7564 -5.5835  0.518
32 H 2.0688 -4.4009 -3.0793  0.386
33 H 1.0371 -4.3748 -4.4851  0.414
34 H 0.3433 0.8072 -3.0173  0.323
35 H 2.1698 0.1302 -1.8762  0.212
36 H 2.2743 -1.2210 -0.9292  0.362
37 H 3.8196 -2.5945 -1.1537  0.582
38 C -3.8509 0.7314 1.0634  -0.444
39 C -4.2864 -0.1850 0.1161  -0.536
40 C -3.3628 -0.8687 -0.6632  -0.420
41 C -2.0037 -0.6428 -0.4890  0.122
42 C -1.5699 0.2712 0.4627  -0.755
43 C -2.4938 0.9602 1.2363  -0.324
44 H -4.5676 1.2691 1.6722  0.587
45 H -5.3457 -0.3665 -0.0156  0.374
46 H -3.7009 -1.5789 -1.4062  0.401
47 H -1.2813 -1.1758 -1.0904  0.222
48 H -0.5101 0.4465 0.6023  0.406
49 H -2.1540 1.6751 1.9759  0.314
50 C -7.2436 0.8913 6.1235  -0.354
51 C -7.4333 0.3975 4.8402  -0.430
52 C -6.3377 0.0539 4.0600  -0.401
53 C -5.0533 0.1975 4.5659  -0.301
54 C -4.8633 0.6890 5.8503  -0.437
55 C -5.9587 1.0388 6.6281  -0.404
56 H -8.0978 1.1614 6.7311  0.362
57 H -8.4355 0.2805 4.4481  0.367
58 H -6.4836 -0.3271 3.0568  0.399
59 H -4.1990 -0.0735 3.9579  0.429
60 H -3.8607 0.7995 6.2441  0.414
61 H -5.8114 1.4259 7.6284  0.369
62 C 0.2329 5.0905 5.0447  -0.377
63 C 0.1390 4.8997 3.6731  -0.389
64 C -1.0158 4.3579 3.1254  -0.426
65 C -2.0784 4.0140 3.9496  -0.277
66 C -1.9860 4.2067 5.3210  -0.473
67 C -0.8287 4.7424 5.8688  -0.387
68 H 1.1341 5.5111 5.4720  0.359
69 H 0.9660 5.1738 3.0306  0.360
70 H -1.0884 4.2044 2.0557  0.410
71 H -2.9820 3.5949 3.5237  0.446
72 H -2.8168 3.9388 5.9615  0.417
73 H -0.7540 4.8897 6.9386  0.361

Atoms 1-2, force components in eV/Å:
0.146 -0.025 -0.133
-0.057 0.712 0.174

Computed properties:
LUMO level	0.0046	Eh
SMILES	N[C@]1(O)[C@@](N)(CCO)OC(=O)[C@]1(CCC(F)=C(F)F)P(O)Br.c1ccccc1.c1ccccc1.c1ccccc1
electronic energy	-4787.40785	Eh
2S+1	1



[2]
A structure of composition C28H33N3O4V at a distorted geometry. Source: OMol25; level of theory: ωB97M-V/def2-TZVPD.

Last column: natural (NBO) charge in e.
Element x y z (Å)
1 V 0.5021 -0.3128 0.5020  1.407
2 O -2.3165 -0.9399 3.5761  -0.640
3 C -1.2695 -0.7439 2.7903  0.772
4 O -1.3727 -0.3071 1.6507  -0.605
5 C 0.0446 -1.0874 3.3093  0.033
6 C 0.4196 -1.4179 4.6078  -0.176
7 C 1.7593 -1.6339 4.8665  -0.169
8 C 2.6955 -1.5198 3.8311  -0.168
9 C 2.2549 -1.1923 2.5734  0.101
10 N 0.9521 -0.9664 2.3336  -0.518
11 C 3.1267 -1.0320 1.3381  0.741
12 O 4.3336 -1.1386 1.4373  -0.613
13 O 2.4511 -0.7716 0.2725  -0.789
14 H -3.0988 -0.6438 3.0926  0.512
15 H -0.3290 -1.5025 5.3844  0.241
16 H 2.0897 -1.8882 5.8647  0.231
17 H 3.7517 -1.6919 3.9917  0.257
18 C 2.6232 1.2371 -2.1757  -0.585
19 C 2.5271 2.4420 -1.2352  -0.236
20 C 2.8692 2.1554 0.2333  -0.552
21 C 1.2435 3.2512 -1.2877  0.000
22 C 1.3724 4.6097 -1.5452  -0.201
23 C 0.2796 5.4573 -1.5158  -0.214
24 C -0.9538 4.9450 -1.1842  -0.203
25 C -1.1552 3.5871 -0.9140  -0.024
26 C -2.5909 3.2499 -0.4951  -0.239
27 C -3.5562 3.1046 -1.6773  -0.595
28 C -2.7738 2.1120 0.5023  -0.595
29 C -0.0416 2.7296 -1.0123  0.111
30 N -0.1727 1.3039 -0.8603  -0.617
31 C -0.9740 0.7237 -1.7039  0.184
32 C -1.1877 -0.6699 -1.7262  -0.050
33 C -2.0486 -1.3960 -2.5444  -0.214
34 C -1.8342 -2.7364 -2.2216  -0.332
35 C -0.8626 -2.7673 -1.2124  0.208
36 N -0.4571 -1.5121 -0.9080  -0.615
37 C -0.2415 -3.9886 -0.5734  -0.101
38 C -0.8902 -5.2566 -1.1275  -0.595
39 C 1.2614 -4.0084 -0.8861  -0.590
40 C -0.4424 -3.9676 0.9457  -0.582
41 H 3.6432 0.8478 -2.1558  0.218
42 H 2.3898 1.5380 -3.2001  0.205
43 H 1.9773 0.4135 -1.9145  0.213
44 H 3.2991 3.1308 -1.5857  0.204
45 H 2.0221 1.7205 0.7724  0.157
46 H 3.1033 3.0876 0.7506  0.210
47 H 3.7078 1.4642 0.3287  0.235
48 H 2.3582 5.0032 -1.7717  0.208
49 H 0.3982 6.5146 -1.7233  0.213
50 H -1.8090 5.6106 -1.1138  0.204
51 H -2.9069 4.1545 0.0280  0.206
52 H -3.4201 2.1609 -2.2064  0.200
53 H -3.4370 3.9181 -2.3945  0.213
54 H -4.5893 3.1184 -1.3171  0.208
55 H -2.7481 1.1312 0.0354  0.214
56 H -3.7489 2.2146 0.9869  0.204
57 H -2.0071 2.1288 1.2768  0.208
58 H -1.4920 1.3206 -2.4488  0.192
59 H -2.7170 -0.9848 -3.2884  0.216
60 H -2.3141 -3.5984 -2.6617  0.219
61 H -0.7304 -5.3469 -2.2055  0.213
62 H -1.9674 -5.2708 -0.9376  0.208
63 H -0.4490 -6.1348 -0.6487  0.207
64 H 1.4305 -4.0540 -1.9651  0.214
65 H 1.7334 -4.8836 -0.4275  0.201
66 H 1.7532 -3.1108 -0.5062  0.224
67 H -1.4976 -3.8393 1.2053  0.206
68 H 0.1262 -3.1626 1.4055  0.195
69 H -0.0964 -4.9071 1.3856  0.208

Atoms 1-2, force components in eV/Å:
-0.123 0.635 -0.870
0.134 0.019 0.258

Computed properties:
LUMO level (alpha / beta)	-0.0388 / -0.0427	Eh
ΔE to the lowest compared entry with this formula, charge and spin	7.0	kcal per mole
electronic energy	-2496.11410	Eh
<S²>	3.766
2S+1	4



[3]
A structure of composition C28H33N5S2Yb at a distorted geometry. Source: OMol25; level of theory: ωB97M-V/def2-TZVPD.

Last column: natural (NBO) charge in e.
Element x y z (Å)
1 Yb 0.4066 -0.3346 0.8842  1.639
2 C 1.0957 1.8667 -0.3221  -0.129
3 C 1.9583 1.6932 0.8131  -0.181
4 C 2.7742 0.5344 0.5182  -0.070
5 C 2.4004 0.0227 -0.7542  -0.162
6 C 1.3694 0.8203 -1.2668  -0.132
7 C 0.7594 0.6794 -2.6381  -0.631
8 C 3.0736 -1.0925 -1.5119  -0.637
9 C 3.9281 -0.0548 1.3598  -0.648
10 C 2.0576 2.6411 1.9751  -0.641
11 C 0.1427 2.9935 -0.5758  -0.632
12 H 1.1072 1.4999 -3.2974  0.234
13 H -0.3452 0.7070 -2.6126  0.202
14 H 1.0648 -0.2296 -3.1377  0.224
15 H 3.6436 -0.6586 -2.3295  0.231
16 H 2.4413 -1.8890 -1.8894  0.212
17 H 3.8569 -1.5867 -0.8998  0.235
18 H 4.8892 0.0939 0.8435  0.227
19 H 3.8280 -1.1385 1.5289  0.229
20 H 4.0107 0.4423 2.3173  0.217
21 H 2.8692 3.4008 1.7928  0.239
22 H 2.3643 2.2346 2.9450  0.213
23 H 1.1347 3.1948 2.1232  0.218
24 H 0.5393 3.6657 -1.3803  0.233
25 H -0.1247 3.5439 0.3155  0.222
26 H -0.8307 2.6458 -1.0290  0.203
27 N -3.7925 1.1797 -0.1781  -0.593
28 C -3.7188 2.5614 0.0613  0.204
29 C -4.2798 3.4820 -0.8388  -0.252
30 C -4.2514 4.8031 -0.5386  -0.183
31 C -3.5383 5.2612 0.5483  -0.200
32 C -2.8216 4.3855 1.3533  -0.186
33 C -2.9847 2.9915 1.1458  -0.263
34 S -2.3466 1.7419 2.2191  0.500
35 N -1.7955 0.6441 0.9537  -0.704
36 C -2.6535 0.4426 0.0128  0.473
37 C -2.3119 -0.6697 -0.9268  0.169
38 C -3.2515 -1.1315 -1.8287  -0.228
39 C -2.8510 -2.1367 -2.6836  -0.108
40 C -1.5499 -2.6180 -2.6306  -0.230
41 C -0.7197 -2.1151 -1.6834  0.083
42 N -1.0694 -1.1620 -0.8211  -0.508
43 H -4.4385 0.9086 -0.9147  0.415
44 H -4.8511 3.2480 -1.7115  0.225
45 H -4.8010 5.5598 -1.0815  0.232
46 H -3.4567 6.3156 0.7439  0.229
47 H -2.2171 4.7703 2.1497  0.231
48 H -4.2669 -0.8058 -1.8513  0.225
49 H -3.5017 -2.4750 -3.4343  0.234
50 H -1.2645 -3.5104 -3.2099  0.252
51 H 0.3069 -2.5180 -1.4902  0.245
52 S 1.0841 -2.4495 2.2460  -0.384
53 C 1.4226 -3.6570 0.9536  -0.130
54 C 0.4856 -4.3174 0.1594  -0.282
55 C 0.9226 -5.1444 -0.8510  -0.170
56 C 2.2587 -5.3766 -1.0625  -0.231
57 C 3.2047 -4.7919 -0.2500  -0.198
58 C 2.7771 -3.9148 0.7388  -0.231
59 H -0.5446 -4.1094 0.3212  0.215
60 H 0.1816 -5.5985 -1.5209  0.206
61 H 2.6482 -6.0275 -1.8479  0.222
62 H 4.2666 -4.9712 -0.4124  0.225
63 H 3.4740 -3.4406 1.3945  0.219
64 N -0.7718 -0.3967 3.8638  -0.669
65 N 0.4609 0.1592 3.3174  -0.700
66 H -0.7262 -0.3929 4.8943  0.365
67 H -0.8469 -1.3586 3.5236  0.387
68 H 1.2692 -0.2110 3.8344  0.389
69 H 0.4458 1.1498 3.5608  0.391

Atoms 1-2, force components in eV/Å:
0.451 0.324 0.170
0.091 -0.454 0.162

Computed properties:
LUMO level (alpha / beta)	-0.1362 / -0.1362	Eh
ΔE to the lowest compared entry with this formula, charge and spin	0.0	kcal per mole
total charge	+1
electronic energy	-3315.50098	Eh
<S²>	0.751
2S+1	2



Among the records above, which one has the highest 2S+1?
C28H33N3O4V



electronic energy of number 3 (C28H33N5S2Yb)?
-3315.50098 Eh